{
  "formula": "C35H18BrClF4N6NaO4",
  "method": "ωB97M-V/def2-TZVPD",
  "orbital_gap_ev": 6.31,
  "relative_energy_ev": 0.626,
  "charge": -1,
  "e_homo_ev": -4.97,
  "lumo_ha": 0.04901,
  "symbols": ["Na", "O", "C", "C", "C", "C", "C", "C", "C", "O", "N", "N", "C", "C", "Br", "C", "C", "C", "C", "C", "C", "C", "H", "H", "H", "H", "H", "H", "H", "H", "H", "H", "H", "H", "H", "H", "Cl", "C", "C", "C", "C", "O", "C", "C", "O", "C", "H", "H", "H", "H", "F", "C", "C", "F", "C", "C", "C", "F", "C", "C", "C", "N", "C", "N", "F", "C", "C", "N", "C", "N"],
  "xyz": [[1.34, -0.71, -1.96], [0.39, -0.84, 3.94], [1.04, 0.35, 3.77], [1.10, 1.25, 4.83], [1.72, 2.47, 4.69], [2.32, 2.80, 3.48], [2.28, 1.90, 2.43], [1.63, 0.67, 2.54], [1.64, -0.23, 1.31], [1.74, 0.61, 0.11], [0.51, -1.09, 1.28], [0.32, -1.81, 0.15], [-0.84, -2.33, 0.00], [-1.21, -3.13, -1.16], [0.15, -3.42, -2.44], [-2.43, -3.65, -1.27], [-3.01, -4.46, -2.35], [-3.80, -5.57, -2.01], [-4.37, -6.35, -3.00], [-4.19, -6.03, -4.34], [-3.43, -4.92, -4.68], [-2.85, -4.14, -3.70], [-0.09, -0.80, 4.78], [0.60, 1.00, 5.76], [1.72, 3.17, 5.52], [2.81, 3.76, 3.35], [2.75, 2.15, 1.49], [2.56, -0.82, 1.21], [-0.33, -0.72, 1.72], [-1.63, -2.18, 0.74], [-3.08, -3.46, -0.42], [-3.95, -5.82, -0.97], [-4.97, -7.21, -2.73], [-4.64, -6.64, -5.11], [-3.30, -4.65, -5.72], [-2.28, -3.26, -3.97], [4.88, 1.62, -8.13], [4.33, 0.89, -6.64], [5.16, -0.03, -5.97], [4.74, -0.62, -4.82], [3.46, -0.35, -4.21], [3.14, -0.92, -3.13], [2.63, 0.59, -4.94], [1.31, 0.99, -4.55], [0.63, 0.61, -3.59], [3.10, 1.18, -6.13], [6.13, -0.27, -6.39], [5.38, -1.32, -4.29], [0.85, 1.73, -5.24], [2.46, 1.89, -6.65], [-1.91, 1.01, 1.55], [-1.66, 2.03, 2.40], [-1.98, 1.84, 3.72], [-2.54, 0.66, 4.04], [-1.74, 2.80, 4.72], [-1.27, 4.02, 4.21], [-0.92, 4.20, 2.89], [-0.32, 5.35, 2.54], [-1.09, 3.21, 1.92], [-0.44, 3.27, 0.60], [0.14, 2.17, 0.15], [0.42, 1.05, -0.25], [-0.37, 4.48, -0.17], [-0.32, 5.45, -0.77], [-1.02, 5.04, 5.05], [-1.93, 2.52, 6.11], [-1.95, 1.18, 6.58], [-1.98, 0.10, 6.98], [-1.83, 3.50, 7.13], [-1.76, 4.26, 8.00]]
}